P | One molecule with the formula C3H4N2, computed with ωB97M-V with the def2-TZVPD basis set.

Output
HOMO energy = -9.5 eV
SMILES = c1cn[nH]c1
Molar mass = 68.08 g/mol
LUMO = 1.077 eV

Geometry (Å):
C -0.7096 -0.5894 0.5043
C 0.2731 0.1936 1.1823
N 1.0791 0.8033 0.3356
N 0.6378 0.4669 -0.8672
C -0.4235 -0.3694 -0.8275
H -1.5106 -1.2115 0.8949
H 0.4173 0.6242 2.1493
H 1.1254 0.8401 -1.6604
H -0.8682 -0.7362 -1.7390

Q | One molecule with the formula C3H4N2, computed with ωB97M-V with the def2-TZVPD basis set.

Output
HOMO energy = -9.1 eV
SMILES = c1cn[nH]c1
Molar mass = 68.08 g/mol
LUMO = 1.021 eV

Geometry (Å):
C 0.7743 -0.0476 0.6505
C -0.5663 -0.2150 1.1274
N -1.4496 -0.0747 0.1575
N -0.6217 0.1421 -1.0506
C 0.6833 0.1711 -0.7084
H 1.6732 -0.0881 1.2364
H -1.1117 -0.5044 2.0576
H -0.8818 0.2719 -2.0484
H 1.5003 0.3445 -1.4219

Tell me which of them is the least stable. Sure, it is Q.

P | One molecule with the formula C3H4N2, computed with ωB97M-V with the def2-TZVPD basis set.

Output
HOMO energy (spin up / spin down) = -8.8 / -8.8 eV
Molar mass = 68.08 g/mol
LUMO (spin up / spin down) = 0.012 / -1.468 eV

Geometry (Å):
N -1.3136 -0.5703 -0.1206
C -0.7826 0.6087 -0.0102
C 0.6083 0.6361 0.1389
C 1.1403 -0.6513 0.1600
N 0.7455 -1.8288 0.2698
H -2.3333 -0.5977 -0.1159
H -1.3504 1.5439 0.0067
H 1.2204 1.5162 0.1224
H 2.0654 -0.6570 -0.4511

Q | C3H4N2 as an isolated structure, computed with ωB97M-V with the def2-TZVPD basis set.

Output
HOMO energy = -10.3 eV
Molar mass = 68.08 g/mol
LUMO = 0.994 eV

Geometry (Å):
N 1.7727 0.0316 0.0991
C 1.8006 -0.2495 -1.0647
C 0.2798 0.5620 -0.0383
C -0.9423 -0.2966 -0.2376
N -0.4832 0.1094 1.0781
H 0.2540 1.6228 -0.2844
H -1.8972 0.1584 -0.5302
H -0.8038 -1.3162 -0.5833
H 0.0373 -0.6295 1.5448

Tell me which of them is the least stable. Sure, it is P.

P | C23H14F5MoNO2S3 as an isolated structure, computed with ωB97M-V with the def2-TZVPD basis set.

Output
Multiplicity = 3
HOMO energy (spin up / spin down) = -7.7 / -8.2 eV
Molar mass = 623.50 g/mol
LUMO (spin up / spin down) = -0.936 / -0.755 eV

Geometry (Å):
Mo 0.3691 -0.2592 -0.8859
F 3.1757 -0.5125 5.3458
C 3.0932 -0.4817 4.0144
C 1.8668 -0.4109 3.3887
F 0.7423 -0.3678 4.1019
C 1.8331 -0.3838 2.0112
F 0.5721 -0.2989 1.4546
C 2.9382 -0.4177 1.1866
S 2.8864 -0.3282 -0.5687
C 4.1535 -0.4965 1.8620
F 5.2932 -0.5425 1.1679
C 4.2397 -0.5252 3.2404
F 5.4310 -0.6005 3.8348
O -0.0406 -0.9398 -4.8279
C -0.5544 -0.5823 -3.8078
O 0.2628 -0.2324 -2.7650
C -2.0163 -0.3641 -3.6461
C -2.7292 -0.2785 -4.8472
C -4.0933 -0.0891 -4.8604
C -4.7715 -0.0010 -3.6477
C -4.0842 -0.1004 -2.4557
C -2.6939 -0.2779 -2.4242
S -2.0118 -0.4160 -0.7950
H -2.1736 -0.3667 -5.7710
H -4.6260 -0.0141 -5.7989
H -5.8448 0.1423 -3.6327
H -4.6178 -0.0431 -1.5153
C 0.5025 1.8349 -0.4432
C 0.1142 2.3319 0.9129
C -1.2178 2.4117 1.3131
C -1.5525 2.8297 2.5934
C -0.5586 3.1862 3.4972
C 0.7717 3.1354 3.1006
C 1.1020 2.7119 1.8198
H 1.4958 2.1680 -0.7316
H -0.2243 2.1310 -1.2095
H -1.9948 2.1215 0.6169
H -2.5940 2.8743 2.8865
H -0.8197 3.5113 4.4963
H 1.5554 3.4320 3.7874
H 2.1429 2.6797 1.5108
S 0.1441 -4.6789 0.5171
C 0.8097 -4.4594 -1.0390
C 0.9702 -3.1410 -1.2832
N 0.5424 -2.3232 -0.2506
C 0.0824 -3.0156 0.7533
H 1.0609 -5.2883 -1.6785
H 1.3926 -2.7010 -2.1734
H -0.3249 -2.5637 1.6448

Q | C23H14F5MoNO2S3 as an isolated structure, computed with ωB97M-V with the def2-TZVPD basis set.

Output
Multiplicity = 3
HOMO energy (spin up / spin down) = -7.9 / -8.3 eV
Molar mass = 623.50 g/mol
LUMO (spin up / spin down) = -1.012 / -0.686 eV

Geometry (Å):
Mo 0.3956 0.2005 -0.1723
F 2.3316 0.1929 6.3940
C 2.4180 0.1509 5.0671
C 1.2743 0.1436 4.2910
F 0.0679 0.1733 4.8519
C 1.4173 0.1021 2.9193
F 0.2645 0.0811 2.1689
C 2.6239 0.0601 2.2516
S 2.7369 -0.0318 0.5067
C 3.7533 0.0673 3.0683
F 4.9663 0.0255 2.5192
C 3.6587 0.1131 4.4468
F 4.7593 0.1187 5.1931
O -0.0487 0.4190 -4.1695
C 0.1825 0.9887 -3.1348
O 0.5804 0.2629 -2.0755
C 0.1084 2.4668 -2.9836
C 0.0372 3.1709 -4.1903
C -0.0251 4.5475 -4.2187
C -0.0271 5.2498 -3.0182
C 0.0312 4.5714 -1.8186
C 0.1006 3.1741 -1.7757
S 0.1333 2.5089 -0.1408
H 0.0344 2.5953 -5.1055
H -0.0724 5.0711 -5.1638
H -0.0766 6.3311 -3.0169
H 0.0224 5.1174 -0.8843
C -1.6508 -0.4266 0.1338
C -2.1817 -1.5816 -0.6411
C -2.3426 -1.5022 -2.0255
C -2.7872 -2.5913 -2.7581
C -3.0783 -3.7916 -2.1234
C -2.9344 -3.8834 -0.7457
C -2.4965 -2.7881 -0.0151
H -1.8427 -0.5354 1.2040
H -2.1332 0.5025 -0.1932
H -2.1036 -0.5804 -2.5452
H -2.9001 -2.5003 -3.8311
H -3.4234 -4.6434 -2.6952
H -3.1723 -4.8084 -0.2348
H -2.3999 -2.8667 1.0630
S 0.8672 -4.5377 0.1983
C 0.7834 -4.0467 -1.4348
C 0.6785 -2.6976 -1.5070
N 0.6309 -2.0714 -0.2845
C 0.7079 -2.9277 0.6962
H 0.8221 -4.7532 -2.2455
H 0.6067 -2.0997 -2.4027
H 0.6852 -2.6479 1.7388

Tell me which of them is the least stable. Sure, it is P.

P | One molecule with the formula C4H9Cl, computed with ωB97M-V with the def2-TZVPD basis set.

Output
HOMO energy = -10.7 eV
SMILES = CC(C)(C)Cl
Molar mass = 92.57 g/mol
LUMO = 0.910 eV

Geometry (Å):
C 0.6379 -0.5530 1.1848
C 0.1800 -0.0100 -0.1679
C -0.0553 1.4287 -0.1459
C -0.9985 -0.8404 -0.6471
Cl 1.3941 -0.2565 -1.5046
H 1.7312 -0.3170 1.1623
H 0.2846 0.0073 1.9765
H 0.6864 -1.6493 1.1114
H -0.3384 1.7887 -1.1839
H -0.8178 1.7576 0.6692
H 1.0010 1.6543 0.0100
H -1.9430 -0.8399 -0.0356
H -1.1551 -0.3659 -1.6378
H -0.6071 -1.8047 -0.7914

Q | One molecule with the formula C4H9Cl, computed with ωB97M-V with the def2-TZVPD basis set.

Output
HOMO energy = -10.6 eV
SMILES = CCCCCl
Molar mass = 92.57 g/mol
LUMO = 1.124 eV

Geometry (Å):
C 1.8512 -0.6559 -0.2217
C 0.4914 -0.4271 0.5113
C -0.3767 0.5853 -0.2924
C -1.8679 0.7067 0.1245
Cl -2.7884 -0.8086 -0.1016
H 2.5201 0.2377 -0.3530
H 1.6665 -1.0644 -1.2098
H 2.4177 -1.4648 0.2497
H 0.5687 -0.0311 1.5389
H 0.0361 -1.4355 0.5714
H -0.2943 0.2872 -1.3249
H 0.0986 1.6264 -0.1543
H -2.2916 1.4263 -0.5620
H -2.0313 1.0178 1.2237

Tell me which of them is the least stable. Sure, it is P.